Record 1
DFT (the ωB97M-V functional and the def2-TZVPD basis) results for a structure of composition C44H49MnNP2.

Results
Spin multiplicity: 6
HOMO (alpha / beta) in eV: -4.954 / -5.930
Energy relative to the best compared isomer or geometry (same formula, charge and spin) in kJ/mol: 388.13
<S²>: 9.202
Gap between HOMO and LUMO (alpha / beta) in Eh: 0.194 / 0.224

Each line ends with the Löwdin charge.
Cartesian coordinates (Å):
H1 -4.24 -0.84 -0.15  0.108
H2 -0.54 -0.18 6.13  0.086
C1 -2.48 -3.17 -0.70  -0.071
C2 -1.11 1.84 -5.38  -0.207
H3 1.78 -0.72 -1.52  0.042
H4 -1.95 -2.91 -1.61  0.083
H5 1.68 -2.50 3.90  0.076
H6 2.73 -2.56 1.32  0.106
H7 -4.60 1.18 4.50  0.094
H8 3.02 3.44 -3.18  0.097
C3 -4.02 2.55 -0.74  -0.091
C4 6.14 -2.57 1.05  -0.082
C5 3.06 1.80 -0.17  -0.297
H9 0.69 0.85 1.90  0.037
C6 1.33 1.39 -4.52  -0.262
H10 -3.15 -0.84 4.81  0.110
C7 6.34 -1.26 0.61  -0.079
H11 2.17 -1.56 5.31  0.082
H12 -0.07 1.06 4.96  0.086
H13 0.72 -1.96 -5.02  0.102
C8 -3.66 1.08 3.94  -0.108
H14 -0.10 -2.11 -0.88  0.031
H15 -2.55 1.94 -3.70  0.096
C9 -4.58 1.28 -0.54  -0.074
C10 3.12 3.28 -2.11  -0.070
H16 2.18 1.52 2.57  0.053
H17 5.37 0.62 0.06  0.100
H18 -4.65 3.45 -0.74  0.107
H19 7.00 -3.24 1.16  0.104
C11 -3.78 0.14 -0.36  -0.062
P1 -1.34 -0.82 0.69  1.088
H20 4.69 -4.07 1.66  0.106
H21 -4.43 -4.16 2.53  0.102
C12 -1.83 1.58 -0.58  -0.167
C13 -2.63 2.69 -0.86  -0.106
C14 -3.10 -2.76 1.60  -0.096
H22 -1.67 2.83 1.78  0.096
H23 -2.22 3.68 -1.09  0.108
C15 3.95 -0.85 0.77  -0.297
C16 5.25 -0.40 0.45  -0.075
C17 0.22 0.11 5.39  -0.083
H24 3.43 5.38 -1.68  0.107
H25 -5.66 1.18 -0.47  0.103
N1 0.42 -0.90 4.39  -0.309
C18 -3.90 -3.90 1.61  -0.077
H26 -1.13 1.18 -6.25  0.105
H27 -1.16 -2.21 3.94  0.121
C19 3.51 4.18 0.11  -0.077
H28 1.87 -0.56 -3.75  0.092
C20 0.36 2.35 -5.21  -0.213
H29 -2.35 -0.35 -2.76  0.075
C21 -3.30 -4.32 -0.70  -0.082
H30 -0.23 -1.57 2.58  0.082
C22 -4.00 -4.70 0.45  -0.091
H31 7.34 -0.89 0.35  0.105
C23 -2.84 -0.05 4.12  -0.073
C24 4.85 -3.04 1.33  -0.075
H32 -3.04 -2.13 2.50  0.081
C25 3.75 -2.19 1.16  -0.076
H33 0.82 -2.69 5.43  0.086
C26 1.31 -1.96 4.78  -0.100
C27 1.09 -0.01 -4.32  -0.229
H34 2.22 1.84 -4.07  0.050
C28 -1.52 0.63 2.22  -0.214
C29 -3.25 2.11 3.10  -0.105
H35 -3.85 3.03 2.99  0.103
C30 0.18 -1.27 -0.25  -0.322
C31 3.36 2.91 0.65  -0.083
C32 3.07 1.98 -1.57  -0.074
H36 -4.64 -5.59 0.47  0.102
C33 -2.36 -2.37 0.47  -0.313
H37 1.15 0.27 5.93  0.080
C34 -2.38 0.32 -0.32  -0.343
Mn1 -0.22 1.19 -3.37  0.641
H38 0.40 3.35 -4.74  0.115
H39 0.73 2.48 -6.22  0.115
H40 -1.66 2.73 -5.67  0.110
H41 -3.39 -4.93 -1.61  0.104
H42 1.81 -0.19 2.81  0.046
H43 -1.87 -1.80 -4.98  0.110
H44 3.02 1.10 -2.22  0.095
C35 -1.89 1.23 -4.22  -0.245
C36 1.75 0.63 2.11  -0.156
C37 -2.08 1.95 2.31  -0.092
H45 3.70 5.03 0.78  0.109
H46 -0.73 1.68 -0.37  0.113
P2 2.52 0.23 0.58  0.967
C38 -1.73 -0.09 -3.61  -0.241
C39 0.18 -1.00 -5.03  -0.205
C40 -1.16 -1.29 -4.30  -0.217
H47 -0.06 -0.76 -6.07  0.101
C41 3.36 4.37 -1.27  -0.073
H48 3.42 2.78 1.73  0.096
C42 1.37 -0.62 -0.50  -0.340
H49 -0.98 -2.04 -3.52  0.083
C43 -0.67 -1.30 3.57  -0.211
C44 -1.70 -0.20 3.33  -0.330

=====

Record 2
DFT (the ωB97M-V functional and the def2-TZVPD basis) results for a structure of composition C12H29CuO4P2.

Results
Spin multiplicity: 2
HOMO (alpha / beta) in eV: -10.090 / -10.364
<S²>: 0.755
Gap between HOMO and LUMO (alpha / beta) in Eh: 0.164 / 0.175
Charge: +1

Each line ends with the natural charge from an NBO analysis.
Cartesian coordinates (Å):
H1 -3.32 -0.34 -1.88  -0.113
C1 -2.25 0.61 2.14  -0.772
H2 -2.96 -2.00 2.88  0.247
H3 3.32 -1.27 -1.59  0.204
P1 -3.12 -0.52 1.00  0.805
O1 4.14 0.24 -0.51  -0.666
H4 1.74 1.40 -2.24  0.181
O2 -3.78 -3.48 -2.51  -0.507
O3 2.29 2.26 -0.46  -0.539
H5 5.38 -2.04 -0.15  0.192
H6 -3.83 2.09 1.80  0.213
H7 -0.83 -0.44 -0.32  -0.166
H8 -2.31 1.85 -2.03  0.192
H9 -3.30 -2.93 1.40  0.247
H10 4.78 1.73 0.74  0.198
C2 -2.12 1.49 -1.00  -0.341
C3 0.04 2.43 -1.40  -0.091
H11 4.12 0.31 1.57  0.196
H12 -1.23 -0.28 -2.35  -0.054
H13 -2.84 2.40 3.22  0.223
H14 -1.65 -2.32 1.74  0.234
H15 2.69 2.47 1.53  0.213
H16 -1.18 0.60 1.91  0.240
C4 3.49 -1.06 -0.53  -0.084
H17 3.97 -3.12 -0.17  0.254
Cu1 5.81 0.25 -1.51  0.942
C5 -3.45 -2.85 -1.52  0.425
H18 4.29 -2.07 1.23  0.230
H19 -1.59 -2.80 -0.44  0.231
H20 1.83 0.99 1.12  0.184
C6 4.33 -2.13 0.14  -0.646
H21 -1.50 -2.57 -2.20  0.247
P2 -2.05 -0.41 -1.17  0.603
C7 -2.73 -2.10 1.82  -0.994
C8 -2.08 -2.33 -1.30  -0.818
H22 0.30 3.48 -1.22  0.204
H23 -2.20 2.73 1.61  0.230
C9 1.30 1.60 -1.25  -0.097
O4 -0.96 2.06 -0.46  -0.550
C10 2.61 1.68 0.78  -0.096
H24 2.52 -0.95 -0.06  0.209
H25 1.03 0.65 -0.80  0.185
H26 -2.98 1.79 -0.39  0.196
C11 3.98 0.99 0.72  -0.093
H27 -4.21 -2.62 -0.76  0.108
H28 -0.35 2.35 -2.42  0.185
C12 -2.81 2.04 2.19  -0.623
H29 -2.35 0.14 3.12  0.232

=====

Record 3
DFT (the ωB97M-V functional and the def2-TZVPD basis) results for the ion C4H10NS with charge -1.

Results
HOMO in eV: -2.294
SMILES string: CNCCC[S-]
Energy relative to the best compared isomer or geometry (same formula, charge and spin) in kJ/mol: 35.46
Gap between HOMO and LUMO in Eh: 0.239
Charge: -1

Each line ends with the natural charge from an NBO analysis.
Cartesian coordinates (Å):
H1 -0.58 0.67 -1.48  0.416
C1 1.56 -1.01 -0.40  -0.513
H2 1.51 -2.00 -0.85  0.166
H3 2.52 -0.96 0.08  0.186
H4 -1.76 2.50 0.17  0.153
H5 0.75 -0.26 1.45  0.176
C2 -0.90 1.80 0.22  -0.407
H6 0.40 -1.93 1.05  0.175
H7 0.00 2.40 0.02  0.194
C3 -0.92 -0.59 0.05  -0.200
H8 -1.69 -0.67 0.84  0.158
C4 0.48 -0.92 0.61  -0.427
N1 -1.09 0.67 -0.61  -0.694
H9 -0.80 1.49 1.27  0.170
S1 1.65 0.22 -1.77  -0.738
H10 -1.12 -1.41 -0.65  0.184

=====

Record 4
DFT (the ωB97M-V functional and the def2-TZVPD basis) results for a cluster of 11 separate species, C17H56O11 in total.

Results
Spin multiplicity: 2
HOMO (alpha / beta) in eV: -11.399 / -11.399
Energy relative to the best compared isomer or geometry (same formula, charge and spin) in kJ/mol: 0.00
<S²>: 0.754
Gap between HOMO and LUMO (alpha / beta) in Eh: 0.327 / 0.079
Charge: +1

Each line ends with the Löwdin charge.
Cartesian coordinates (Å):
H1 1.81 -0.88 -4.05  0.022
O1 1.47 -2.33 3.31  -0.086
H2 2.31 -4.69 3.63  0.079
H3 3.60 0.89 -2.87  0.081
H4 -1.13 -0.85 3.80  -0.012
H5 2.95 -0.67 1.57  0.128
H6 5.59 0.76 2.07  0.101
H7 3.59 -4.50 4.77  0.079
O2 -2.12 0.10 -3.83  -0.071
H8 0.36 -0.75 5.81  0.111
H9 -2.76 3.36 -0.61  0.084
H10 -1.39 0.92 5.01  0.114
H11 -1.78 1.80 -5.03  0.117
H12 -1.67 -3.60 -3.88  0.088
H13 5.12 -0.12 0.60  0.099
H14 -1.49 2.65 -1.35  0.049
C1 3.02 -3.96 4.01  -0.070
H15 -2.95 -1.81 -1.12  0.079
C2 2.31 -2.63 4.39  -0.332
H16 -0.98 0.75 0.88  0.117
O3 -4.41 -1.00 -2.13  -0.060
H17 3.59 -0.60 -2.16  0.068
H18 -1.16 -2.62 -2.46  0.047
C3 -3.74 1.65 -4.38  -0.074
C4 -2.28 1.43 -4.14  -0.356
C5 0.41 -2.85 -3.81  -0.272
H19 -0.20 3.05 4.64  0.077
O4 0.26 -0.33 4.95  -0.101
H20 2.16 2.78 -1.71  -0.004
C6 -0.09 -0.61 -0.64  -0.042
O5 2.34 3.68 -1.99  -0.033
H21 3.40 -0.23 3.17  0.144
C7 -0.87 -3.40 -3.16  -0.062
H22 5.46 -0.91 2.19  0.106
H23 3.12 -1.94 4.64  0.104
H24 -4.28 -0.83 0.61  0.070
O6 -0.05 -1.77 -4.59  -0.111
H25 0.40 2.29 0.44  0.038
H26 1.22 2.18 4.19  0.066
H27 0.16 4.59 -0.79  0.081
H28 -0.42 4.53 1.48  0.112
H29 -0.22 -0.15 -1.62  0.074
O7 3.05 1.39 1.83  0.288
C8 -0.01 0.42 0.52  -0.258
H30 2.30 1.33 1.23  0.071
H31 1.70 4.21 -1.52  -0.004
H32 0.78 -3.56 -4.55  0.125
H33 0.43 -0.02 1.42  0.079
H34 -5.77 -1.60 0.07  0.077
H35 -0.95 -1.26 -0.44  0.061
H36 -1.01 5.57 -0.11  0.128
C9 3.55 0.04 2.13  -0.142
H37 -1.23 -0.19 -4.06  0.058
O8 -0.44 3.86 0.80  -0.093
C10 4.99 -0.07 1.68  -0.006
H38 -1.80 2.14 -3.46  0.082
H39 -4.51 -2.66 0.61  0.072
H40 -4.25 -2.93 -1.65  0.114
H41 -4.13 0.77 -4.90  0.093
H42 1.19 -1.42 3.47  0.026
H43 3.68 -3.68 3.19  0.064
H44 0.80 -1.23 -0.56  0.073
C11 -1.85 3.66 -1.14  -0.034
C12 2.94 0.03 -2.76  -0.177
C13 0.13 2.09 4.25  -0.057
H45 -3.94 2.47 -5.07  0.076
C14 -4.03 -1.95 -1.24  -0.376
H46 -1.12 -1.87 2.68  0.037
H47 1.06 -2.42 -3.05  0.104
H48 2.13 0.35 -2.10  0.046
H49 -0.16 1.29 6.23  0.122
C15 -0.83 4.52 -0.33  -0.284
O9 2.64 -0.41 -4.07  -0.073
O10 0.88 1.50 0.20  -0.106
H50 -0.45 2.04 3.32  0.062
H51 -4.23 1.99 -3.48  0.077
H52 1.69 -2.90 5.24  0.110
H53 -2.08 4.08 -2.12  0.078
H54 -0.78 -4.33 -2.61  0.082
H55 -0.79 -2.19 -5.05  0.091
O11 -1.51 -1.04 2.94  -0.038
C16 -4.69 -1.71 0.10  -0.072
C17 -0.32 0.93 5.21  -0.272
H56 -3.72 -0.61 -2.67  0.045

=====

Number 1: strongest force on any atom 0.0755 Eh/bohr, E -3594.05843 Eh. Number 2: strongest force on any atom 0.0353 Eh/bohr, E -3098.25959 Eh. Number 3: strongest force on any atom 0.0355 Eh/bohr, E -611.35231 Eh. Number 4: strongest force on any atom 0.0776 Eh/bohr, E -1508.41143 Eh.